Record 1
{"formula": "C4H12N3", "method": "the ωB97M-V functional and the def2-TZVPD basis", "homo_lumo_gap_ev": [11.7, 6.3], "relative_energy_ev": 1.665, "total_charge": 2, "energy_ha": -323.156533, "homo_energy_ev": [-19.03, -19.02], "spin_multiplicity": 2, "symbols": ["C", "C", "C", "N", "C", "N", "N", "H", "H", "H", "H", "H", "H", "H", "H", "H", "H", "H", "H"], "coordinates": [[1.89703, -0.73618, 1.21122], [0.40266, -0.40144, 1.56456], [-0.32804, 0.69379, 0.69636], [-2.67467, 0.63696, -1.17635], [-1.42711, 0.37384, -1.54770], [-0.40717, 0.32448, -0.72913], [2.34508, -0.80215, -0.14309], [1.97716, -1.74207, 1.57250], [2.55173, -0.00419, 1.70922], [0.37874, 0.00878, 2.56571], [-0.25537, -1.25746, 1.55027], [0.15837, 1.63910, 0.87569], [-1.37852, 0.65307, 0.98388], [-3.25512, 1.09927, -1.86818], [-2.96743, 0.39675, -0.24138], [-1.27524, 0.05493, -2.57789], [2.92626, -0.04142, -0.48899], [0.44939, 0.11940, -1.15892], [2.80368, -1.67824, -0.40231]]}

***

Record 2
{"formula": "C23H18F5NO7OsS2Se", "method": "the ωB97M-V functional and the def2-TZVPD basis", "homo_lumo_gap_ev": [6.1, 6.0], "relative_energy_ev": 0.508, "energy_ha": -5256.446059, "homo_energy_ev": [-8.05, -8.05], "spin_multiplicity": 1, "symbols": ["Os", "O", "S", "O", "O", "C", "C", "C", "C", "C", "C", "S", "O", "O", "O", "H", "H", "H", "H", "F", "C", "C", "F", "C", "F", "C", "O", "C", "F", "C", "F", "Se", "C", "C", "C", "C", "C", "C", "H", "H", "H", "H", "H", "C", "C", "C", "C", "C", "N", "H", "H", "H", "H", "H", "H", "H", "H", "H"], "coordinates": [[-0.39522, 0.52345, -0.56129], [0.02183, 2.53264, -1.20556], [0.06061, 3.23724, 0.11936], [1.00029, 4.31066, 0.16743], [0.19201, 2.16237, 1.11590], [-1.56952, 3.94243, 0.34474], [-1.59326, 5.29221, 0.65026], [-2.79561, 5.95134, 0.87755], [-3.98613, 5.25558, 0.80138], [-3.97580, 3.90017, 0.49688], [-2.78219, 3.23503, 0.26773], [-2.95982, 1.50486, -0.13183], [-4.33610, 1.17797, -0.00931], [-2.03190, 0.75193, 0.77576], [-2.30146, 1.25296, -1.44302], [-0.65469, 5.82458, 0.70551], [-2.79029, 7.00666, 1.11409], [-4.92829, 5.75637, 0.97723], [-4.90030, 3.34465, 0.43689], [-4.45779, -3.91489, 2.98092], [-3.50081, -3.27509, 2.30245], [-2.26463, -3.05169, 2.87984], [-2.02893, -3.47394, 4.12560], [-1.27497, -2.39721, 2.17067], [-0.08920, -2.18516, 2.76332], [-1.47125, -1.94803, 0.86350], [-0.46415, -1.38530, 0.20654], [-2.72834, -2.19997, 0.30711], [-2.98414, -1.79184, -0.94342], [-3.72889, -2.84274, 1.00921], [-4.91454, -3.05753, 0.43892], [-0.29151, -0.46720, -2.65530], [0.22393, -2.30241, -2.51343], [1.24191, -2.76404, -1.69098], [1.56501, -4.11136, -1.69413], [0.87514, -4.99743, -2.51298], [-0.14421, -4.53317, -3.33100], [-0.47160, -3.18451, -3.33259], [1.76280, -2.07973, -1.03087], [2.35399, -4.47389, -1.04775], [1.12734, -6.04954, -2.50677], [-0.69209, -5.21806, -3.96453], [-1.27659, -2.82236, -3.96013], [4.87804, -0.66120, -0.35423], [4.11488, 0.48097, 0.32881], [4.57864, 1.84715, -0.20123], [4.26181, 0.40435, 1.85517], [2.68547, 0.35017, 0.02016], [1.55847, 0.25584, -0.16662], [5.93785, -0.55332, -0.12326], [4.75485, -0.62850, -1.43685], [4.54339, -1.63184, 0.01148], [5.63085, 1.97633, 0.05461], [4.00759, 2.65758, 0.24848], [4.47596, 1.90355, -1.28481], [5.31735, 0.51555, 2.10502], [3.91179, -0.55459, 2.23634], [3.70241, 1.20194, 2.34300]]}